Computed, not measured: C63H131Br3N5O28P7 as an isolated structure, with ωB97M-V with the def2-TZVPD basis set.

Cartesian coordinates (Å):
C 14.87933 18.15934 13.68327
C 16.10264 17.24047 13.55223
O 16.10046 16.45858 14.81258
P 17.27809 15.45992 15.30462
O 18.63522 15.87776 15.54179
O 17.10173 14.40227 14.10316
C 18.14152 13.47177 13.78597
C 18.44178 13.51901 12.33487
O 16.51750 14.98238 16.58130
C 16.18684 13.53014 16.76048
C 14.85472 13.07836 16.08649
H 14.74026 18.66892 12.69724
H 14.02886 17.55698 14.01770
H 15.01122 18.98304 14.41381
H 16.12304 16.52176 12.71750
H 17.04073 17.76176 13.37082
H 18.99835 13.70939 14.40217
H 17.78733 12.48555 14.10710
H 19.03122 12.68178 12.00234
H 17.54666 13.51193 11.73972
H 19.01382 14.43371 12.18466
H 17.08313 13.05328 16.34314
H 16.14682 13.25833 17.81902
H 13.98795 13.37873 16.64744
H 14.82668 13.48158 15.04154
H 14.80363 11.98482 16.08844
C 27.51446 23.31270 14.41724
C 27.07834 22.09731 13.61826
O 27.05088 20.93888 14.44116
P 26.98163 19.47312 13.86057
O 28.01136 19.12856 12.86451
O 27.20042 18.65654 15.16195
C 26.38689 18.49556 16.32640
C 26.92490 17.30342 17.06861
O 25.51339 19.31126 13.33908
C 25.30574 18.07666 12.68618
C 25.79316 18.13300 11.28386
H 27.81834 24.07204 13.70652
H 26.83594 23.65342 15.17914
H 28.41005 22.94643 14.96270
H 26.09358 22.23255 13.09286
H 27.72239 21.84880 12.77365
H 26.61998 19.41765 16.90290
H 25.32687 18.32674 16.13596
H 28.01171 17.37132 17.28680
H 26.23877 17.30489 17.91624
H 26.78939 16.40129 16.52178
H 25.75168 17.21379 13.22597
H 24.24302 17.85670 12.78390
H 25.40980 17.21617 10.85492
H 25.39262 19.00958 10.75636
H 26.91124 18.05270 11.12891
C 12.78815 21.17751 20.24339
C 13.88979 20.24790 20.71976
O 15.08453 20.56080 19.79588
P 16.04419 21.62121 20.44391
O 15.52490 22.85847 21.10896
O 16.82696 20.64481 21.39626
C 17.60346 21.22210 22.47627
C 19.07366 21.24035 21.97538
O 17.05322 21.96561 19.28861
C 16.48244 22.56794 18.01523
C 16.18981 24.08029 18.20806
H 13.10766 22.21519 20.45414
H 12.69419 21.05476 19.16337
H 11.79822 21.05185 20.68257
H 14.09820 20.49062 21.78438
H 13.73788 19.14027 20.63526
H 17.20902 22.16787 22.76510
H 17.53776 20.53570 23.27760
H 19.17470 21.94133 21.19302
H 19.70745 21.63053 22.76043
H 19.41235 20.30098 21.59627
H 17.24045 22.34759 17.26367
H 15.58546 22.08244 17.65457
H 15.52903 24.35525 17.39929
H 15.67653 24.16036 19.09930
H 17.11378 24.62844 18.18856
C 22.83159 23.77829 13.40719
C 23.80796 24.78599 14.06576
O 23.09679 25.67804 14.88026
P 23.96566 26.48227 15.95602
O 23.06781 27.29908 16.81543
O 24.82419 25.37941 16.72698
C 24.99197 25.33313 18.12918
C 26.42329 24.79842 18.30888
O 25.08662 27.22673 15.12729
C 24.65280 28.50991 14.40840
C 24.48920 29.70690 15.31759
H 22.17395 24.28235 12.76335
H 23.47038 23.02085 12.84333
H 22.23283 23.27025 14.15611
H 24.56148 24.25677 14.62242
H 24.39251 25.30780 13.27997
H 24.93042 26.34551 18.62044
H 24.20634 24.69733 18.59810
H 27.13918 25.58380 18.15287
H 26.65344 24.53721 19.36101
H 26.65478 23.92214 17.67407
H 25.33079 28.63089 13.58095
H 23.69794 28.23580 13.93754
H 23.84980 29.42925 16.18985
H 25.44166 30.21477 15.62844
H 23.94800 30.42384 14.64219
C 14.45693 16.68345 22.87593
C 14.87629 16.28547 21.53582
O 13.99152 16.75107 20.48866
P 13.17490 15.85708 19.42365
O 13.82934 14.60821 19.04133
O 12.80043 16.81858 18.25477
C 13.69352 17.23453 17.16408
C 14.31602 18.55781 17.36141
O 11.86816 15.61322 20.27352
C 11.23272 14.34919 20.02023
C 10.54486 14.38954 18.58476
H 15.11247 16.25113 23.62545
H 14.51037 17.70488 23.16291
H 13.45120 16.37414 23.12384
H 15.76568 16.80553 21.29591
H 15.10015 15.23870 21.40717
H 14.39265 16.35358 16.98742
H 12.97351 17.20511 16.29793
H 13.62295 19.34326 17.29159
H 14.79852 18.55867 18.31839
H 15.06562 18.63704 16.54493
H 11.97217 13.53186 20.00806
H 10.47703 14.35933 20.82234
H 9.93054 15.30523 18.50788
H 11.33099 14.54194 17.86981
H 9.87832 13.57785 18.32138
C 29.54904 23.49537 21.55365
C 28.84973 24.82850 21.69044
O 27.45721 24.46451 21.74609
P 26.32322 25.48505 22.00132
O 26.37277 26.80925 21.39487
O 25.06447 24.57184 21.61165
C 25.01512 23.12543 21.94026
C 25.55367 22.30734 20.79617
O 26.38252 25.60409 23.58573
C 25.38239 26.38880 24.35241
C 25.97238 26.91473 25.61682
H 29.27671 22.91320 20.70697
H 30.67894 23.62530 21.48639
H 29.31350 22.90362 22.50587
H 29.07886 25.46110 22.51786
H 28.96334 25.53365 20.88647
H 25.54584 23.00408 22.89805
H 23.93440 22.86625 22.03434
H 26.64579 22.43718 20.69197
H 25.38290 21.30773 21.12290
H 24.95878 22.62346 19.95927
H 24.86378 27.07692 23.70573
H 24.63480 25.67037 24.52568
H 25.21563 27.33560 26.25334
H 26.52136 26.15266 26.22530
H 26.70748 27.72789 25.33851
C 18.46974 19.43951 16.34918
C 19.71799 19.37351 17.21554
O 20.73292 20.20625 16.54531
P 22.16947 19.65885 16.10950
O 22.14692 18.17838 16.05373
O 22.59263 20.39003 14.78996
C 22.25957 19.89431 13.42718
C 20.92311 20.41328 12.92640
O 23.18083 20.24554 17.12423
C 23.23104 21.72448 17.30258
C 24.52948 22.14081 16.65908
H 18.65647 19.05150 15.33532
H 17.75347 18.82857 16.88346
H 18.15963 20.48249 16.28501
H 19.53275 19.82134 18.17118
H 20.15568 18.41116 17.36439
H 23.16788 20.04690 12.80264
H 22.14291 18.82842 13.50827
H 20.63612 20.21266 11.87906
H 20.08840 20.06422 13.55574
H 20.85357 21.50682 12.97609
H 22.33347 22.22471 16.92420
H 23.21986 21.87101 18.40989
H 25.36422 21.61025 17.00327
H 24.48322 22.00066 15.54735
H 24.74736 23.18101 16.87121
N 23.21863 18.99778 22.80079
C 23.97518 18.54649 21.69216
C 23.68117 19.31388 20.64037
C 22.67548 20.23840 21.06403
C 22.41450 20.05436 22.40622
H 23.24489 18.66664 23.73886
H 24.54225 17.60931 21.80204
H 24.17941 19.15339 19.73294
H 22.40515 21.05573 20.38003
H 21.55131 20.39097 22.97904
N 19.29999 15.28952 20.07994
C 19.76314 16.05071 21.09826
C 18.99361 17.16590 21.20608
C 18.06030 17.13024 20.11313
C 18.29029 15.97764 19.38788
H 19.71878 14.40453 19.82796
H 20.63484 15.78734 21.64416
H 19.16890 17.93502 21.90788
H 17.18664 17.79640 20.00384
H 18.02087 15.54236 18.42950
N 21.72286 16.35807 13.93997
C 21.06723 16.62945 12.72580
C 21.71630 15.92901 11.71360
C 22.82422 15.24996 12.28819
C 22.78993 15.48950 13.63629
H 21.60514 17.08232 14.69224
H 20.23255 17.30577 12.61227
H 21.34597 15.92441 10.69343
H 23.56261 14.62126 11.81537
H 23.54735 15.15905 14.33502
N 22.20540 15.82464 18.12163
C 23.03961 16.49396 18.98024
C 24.28630 15.90013 18.91213
C 24.28345 14.90999 17.83814
C 22.98990 14.93754 17.37912
H 21.30429 16.12998 17.82481
H 22.73569 17.38971 19.48188
H 25.19156 16.19221 19.39528
H 25.06328 14.22983 17.60526
H 22.51848 14.20614 16.75698
N 20.88931 25.01306 17.51434
C 21.24570 24.85933 18.82147
C 20.65874 23.71185 19.33481
C 19.89672 23.10866 18.25671
C 19.96840 24.00392 17.23024
H 21.17924 25.76345 16.95947
H 21.82621 25.59181 19.42235
H 20.87404 23.25247 20.32277
H 19.28190 22.22949 18.19070
H 19.44249 23.95338 16.28436
C 16.32886 21.49579 9.76013
Br 14.99908 20.87837 8.44933
Br 17.50789 22.80533 9.00817
Br 17.43239 20.04624 10.48796
H 15.78577 21.96644 10.55180

Values from the calculation:
**Max |F|**: 3.67 eV Å⁻¹
**Multiplicity**: 1
**Kohn-Sham gap**: 7.51 eV
**HOMO**: -7.939 eV
**Net charge**: 0
**LUMO energy**: -0.0158 Ha
**E**: -407401.4201 eV